{"formula": "C3H12NO", "method": "ωB97M-V/def2-TZVPD", "elements": ["C", "N", "H", "H", "H", "H", "H", "H", "C", "O", "C", "H", "H", "H", "H", "H", "H"], "xyz": [[-1.961, -1.227, 1.505], [-1.998, -0.145, 0.471], [-2.588, -0.915, 2.307], [-0.937, -1.189, 1.920], [-2.162, -2.298, 1.158], [-2.829, -0.253, -0.136], [-2.085, 0.785, 0.867], [-1.224, -0.201, -0.233], [1.655, 0.006, -1.060], [0.128, 0.143, -1.068], [2.399, 1.218, -0.540], [1.932, -0.513, -1.944], [1.898, -0.674, -0.239], [-0.005, 0.614, -1.901], [1.893, 1.619, 0.333], [2.467, 2.083, -1.235], [3.419, 0.946, -0.203]], "forces_ev_per_angstrom": [[1.6, -0.8, 0.2], [-1.7, -1.2, -1.5], [-0.8, -0.2, 0.4], [-0.4, -0.2, -0.3], [0.0, 1.9, 0.0], [0.1, 0.0, 0.5], [0.4, 0.1, 0.2], [0.7, 0.4, 0.5], [-1.0, -0.5, 2.7], [2.3, 0.3, -0.7], [0.2, 1.3, -1.1], [0.4, 0.2, -1.0], [-0.8, -0.6, -0.3], [-0.4, 0.0, 0.1], [-0.2, -0.2, 0.2], [0.1, -0.6, 0.2], [-0.5, 0.0, -0.4]], "molar_mass_g_mol": 78.14, "e_tot_ev": -6836.1400, "total_charge": 1, "e_above_lowest_kcal_mol": 29.4}